Run A
107
Properties=species:S:1:pos:R:3 method="wB97M-V/def2-TZVPD" e_homo_ha="-0.2681 / -0.2666" spin_multiplicity=2 orbital_gap_ev="7.2 / 6.7" s_squared=0.76
Ti 0.50 0.69 -0.67
C -1.53 4.05 -1.07
Si -1.18 2.63 0.14
C -2.94 1.90 0.34
C -4.03 2.75 0.54
C -5.34 2.28 0.52
C -5.59 0.94 0.28
C -4.53 0.07 0.10
C -3.22 0.54 0.14
P -1.85 -0.68 0.03
C -2.41 -1.67 -1.41
C -2.37 -1.02 -2.64
C -2.76 -1.66 -3.80
C -3.19 -2.98 -3.75
C -3.25 -3.64 -2.53
C -2.86 -2.99 -1.37
C -2.16 -1.75 1.48
C -1.52 -2.99 1.59
C -1.65 -3.77 2.73
C -2.43 -3.32 3.79
C -3.08 -2.10 3.69
C -2.94 -1.32 2.55
C -0.81 3.56 1.77
C -0.65 4.95 1.81
C -0.41 5.63 2.99
C -0.31 4.93 4.19
C -0.43 3.55 4.18
C -0.66 2.87 2.99
P -0.75 1.06 2.86
C 1.02 0.61 2.70
C 2.07 1.52 2.83
C 3.38 1.09 2.71
C 3.66 -0.25 2.46
C 2.63 -1.16 2.33
C 1.31 -0.73 2.44
C -1.13 0.55 4.59
C -0.25 -0.11 5.43
C -0.65 -0.50 6.71
C -1.93 -0.21 7.15
C -2.81 0.45 6.32
C -2.42 0.82 5.04
H -2.23 4.77 -0.64
H -1.98 3.65 -1.98
H -0.62 4.58 -1.36
H -3.86 3.80 0.71
H -6.16 2.97 0.68
H -6.61 0.57 0.24
H -4.72 -0.99 -0.08
H -2.02 0.01 -2.70
H -2.72 -1.13 -4.75
H -3.50 -3.49 -4.66
H -3.60 -4.66 -2.48
H -2.94 -3.51 -0.42
H -0.92 -3.38 0.77
H -1.15 -4.72 2.79
H -2.54 -3.92 4.68
H -3.68 -1.73 4.51
H -3.43 -0.36 2.50
H -0.74 5.52 0.89
H -0.30 6.71 2.99
H -0.12 5.46 5.11
H -0.33 3.00 5.11
H 1.86 2.56 3.03
H 4.19 1.81 2.80
H 4.69 -0.57 2.36
H 2.85 -2.20 2.15
H 0.49 -1.44 2.35
H 0.76 -0.33 5.10
H 0.05 -1.01 7.36
H -2.23 -0.50 8.15
H -3.82 0.68 6.66
H -3.12 1.33 4.39
C 1.33 -2.42 -0.40
C 1.66 -1.33 -1.39
N 0.71 -0.81 -2.13
N 1.04 -0.49 -3.45
C 0.72 0.70 -3.80
S 0.18 1.94 -2.70
S 0.76 1.16 -5.49
C 1.16 -0.40 -6.33
C 2.60 -0.81 -6.32
C 3.01 -1.98 -5.69
C 4.33 -2.39 -5.75
C 5.27 -1.63 -6.44
C 4.87 -0.46 -7.07
C 3.55 -0.06 -7.01
C 3.07 -0.90 -1.58
C 4.09 -1.65 -2.14
C 5.35 -1.09 -2.28
C 5.58 0.21 -1.84
C 4.56 0.95 -1.25
C 3.30 0.39 -1.11
O 2.30 1.05 -0.47
H 0.95 -3.28 -0.96
H 0.58 -2.13 0.32
H 2.23 -2.71 0.14
H 0.83 -0.20 -7.35
H 0.52 -1.17 -5.91
H 2.28 -2.56 -5.13
H 4.64 -3.31 -5.26
H 6.30 -1.96 -6.49
H 5.59 0.14 -7.61
H 3.24 0.86 -7.51
H 3.89 -2.65 -2.49
H 6.15 -1.66 -2.74
H 6.56 0.65 -1.95
H 4.73 1.96 -0.89

Run B
107
Properties=species:S:1:pos:R:3 method="wB97M-V/def2-TZVPD" e_homo_ha="-0.2649 / -0.2620" spin_multiplicity=2 orbital_gap_ev="7.1 / 7.0" s_squared=0.76
Ti 0.30 0.05 -0.92
C 0.29 4.00 -0.40
Si -0.13 2.31 0.34
C -1.93 2.41 0.95
C -2.38 3.38 1.85
C -3.69 3.41 2.30
C -4.61 2.48 1.83
C -4.20 1.51 0.93
C -2.86 1.46 0.52
P -2.31 0.25 -0.73
C -2.99 -1.38 -0.29
C -3.64 -1.68 0.90
C -4.07 -2.98 1.15
C -3.84 -3.99 0.23
C -3.18 -3.70 -0.96
C -2.75 -2.41 -1.21
C -3.39 0.80 -2.11
C -3.20 2.11 -2.57
C -3.95 2.60 -3.62
C -4.90 1.80 -4.24
C -5.11 0.50 -3.78
C -4.35 0.01 -2.72
C 0.80 2.20 2.00
C 1.30 3.31 2.67
C 1.84 3.21 3.95
C 1.86 1.98 4.60
C 1.37 0.86 3.95
C 0.87 0.96 2.65
P 0.22 -0.51 1.77
C 1.51 -1.79 1.94
C 2.80 -1.52 2.39
C 3.76 -2.52 2.41
C 3.45 -3.80 1.97
C 2.18 -4.07 1.49
C 1.22 -3.07 1.46
C -1.09 -1.01 2.96
C -1.92 0.00 3.46
C -2.96 -0.29 4.32
C -3.20 -1.61 4.70
C -2.37 -2.61 4.22
C -1.33 -2.32 3.36
H -0.01 4.83 0.24
H -0.20 4.13 -1.37
H 1.37 4.06 -0.59
H -1.68 4.12 2.22
H -4.01 4.17 3.00
H -5.64 2.51 2.15
H -4.92 0.81 0.53
H -3.80 -0.92 1.64
H -4.57 -3.20 2.09
H -4.17 -5.00 0.44
H -2.98 -4.48 -1.68
H -2.21 -2.21 -2.13
H -2.46 2.74 -2.10
H -3.79 3.62 -3.97
H -5.49 2.18 -5.06
H -5.85 -0.12 -4.25
H -4.53 -1.00 -2.38
H 1.27 4.28 2.19
H 2.23 4.09 4.44
H 2.25 1.90 5.60
H 1.38 -0.10 4.46
H 3.06 -0.53 2.72
H 4.76 -2.29 2.77
H 4.21 -4.58 1.98
H 1.94 -5.06 1.11
H 0.25 -3.28 1.02
H -1.74 1.04 3.19
H -3.59 0.51 4.70
H -4.01 -1.84 5.38
H -2.54 -3.64 4.53
H -0.70 -3.12 3.01
C -0.84 0.12 -4.04
C 0.33 -0.56 -3.41
N 1.24 0.18 -2.85
N 2.53 -0.36 -2.79
C 3.18 -0.06 -1.72
S 2.52 0.75 -0.32
S 4.81 -0.72 -1.72
C 5.67 0.25 -0.44
C 5.94 1.68 -0.80
C 6.80 1.99 -1.86
C 7.06 3.31 -2.19
C 6.46 4.34 -1.48
C 5.61 4.04 -0.43
C 5.35 2.72 -0.09
C 0.45 -2.03 -3.45
C 0.52 -2.79 -4.61
C 0.65 -4.17 -4.52
C 0.69 -4.78 -3.27
C 0.58 -4.03 -2.11
C 0.45 -2.64 -2.18
O 0.27 -1.91 -1.08
H -0.91 1.16 -3.74
H -1.78 -0.40 -3.85
H -0.68 0.09 -5.13
H 6.61 -0.30 -0.33
H 5.13 0.17 0.50
H 7.26 1.18 -2.42
H 7.73 3.53 -3.01
H 6.67 5.37 -1.75
H 5.14 4.84 0.13
H 4.68 2.49 0.72
H 0.51 -2.30 -5.57
H 0.73 -4.77 -5.42
H 0.79 -5.85 -3.20
H 0.59 -4.50 -1.14

Top of the stability list: run B, leading by 0.950 eV.

Run A
10
Properties=species:S:1:pos:R:3 method="wB97M-V/def2-TZVPD" e_homo_ha=-0.3509 orbital_gap_ev=10.5
C -0.27 -1.33 -1.34
C 0.37 0.95 1.29
N 0.55 -0.97 -0.51
N 0.25 0.75 -0.08
F -1.09 1.02 -0.48
H -0.01 -2.28 -1.96
H -1.25 -0.91 -1.71
H 0.31 1.94 1.51
H -0.17 0.23 1.85
H 1.32 0.59 1.43

Run B
10
Properties=species:S:1:pos:R:3 method="wB97M-V/def2-TZVPD" e_homo_ha=-0.3256 orbital_gap_ev=9.9
N -1.42 -0.83 0.11
N -1.23 0.51 -0.25
C -0.03 1.00 -0.19
C 1.20 0.18 0.22
F 1.13 -1.00 -0.44
H -0.64 -1.55 0.15
H -2.34 -1.11 -0.25
H 0.06 2.00 -0.63
H 2.14 0.71 -0.04
H 1.14 0.08 1.31

Top of the stability list: run B, leading by 3.292 eV.

Run A
13
Properties=species:S:1:pos:R:3 method="wB97M-V/def2-TZVPD" smiles="C=C[C@H](F)CS" e_homo_ha=-0.3359 orbital_gap_ev=10.0
C -1.68 -0.74 -0.22
C -1.43 0.46 0.19
C 0.04 0.88 0.43
F 0.19 1.93 -0.45
C 1.02 -0.25 0.12
S 2.72 0.16 0.02
H -0.97 -1.30 -0.79
H -2.70 -1.13 -0.23
H -2.08 1.22 0.48
H 0.26 1.17 1.44
H 0.72 -0.59 -0.91
H 0.84 -1.07 0.83
H 3.06 -0.74 -0.90

Run B
13
Properties=species:S:1:pos:R:3 method="wB97M-V/def2-TZVPD" e_homo_ha=-0.3105 orbital_gap_ev=9.4
C 2.04 -0.21 0.62
S 0.63 -0.96 -0.45
C -0.83 -0.04 0.00
C -1.95 -0.97 0.30
C -0.86 1.24 0.21
F 0.17 1.90 -0.37
H 1.69 -0.45 1.68
H 1.84 1.03 0.73
H 2.96 -0.52 0.12
H -2.92 -0.45 0.48
H -1.78 -1.84 0.88
H -2.17 -1.51 -0.70
H -1.63 1.96 0.65

Top of the stability list: run A, leading by 0.683 eV.

Run A
40
Properties=species:S:1:pos:R:3 method="wB97M-V/def2-TZVPD" e_homo_ha=-0.3397 orbital_gap_ev=9.9
H -4.83 -1.14 -2.11
N -4.15 -1.21 -1.23
C -3.83 -0.07 -0.91
N -3.49 0.99 -1.73
N -3.69 0.49 0.41
C -3.30 -0.30 1.52
C -1.92 -0.94 1.29
C -0.70 0.24 1.20
C 0.58 -0.46 1.66
N 1.78 0.38 1.74
C 2.17 1.42 0.93
O 3.07 2.16 1.28
C 1.64 1.24 -0.57
N 1.33 2.60 -1.05
C 2.91 0.56 -1.40
C 2.85 -0.98 -1.40
N 4.03 -1.52 -0.93
O 1.96 -1.76 -1.82
C 1.05 -1.64 0.79
O 2.04 -2.31 1.08
O 0.34 -1.80 -0.25
H -3.41 1.93 -1.46
H -3.51 0.89 -2.69
H -3.10 1.33 0.29
H -3.32 0.31 2.39
H -3.89 -1.19 1.67
H -1.97 -1.50 0.31
H -1.52 -1.51 2.23
H -1.04 0.87 2.13
H -0.79 1.01 0.34
H 0.16 -0.97 2.55
H 2.25 0.43 2.66
H 0.73 0.63 -0.61
H 1.26 2.82 -2.14
H 2.01 3.14 -0.58
H 3.79 1.08 -0.92
H 2.75 0.99 -2.42
H 4.93 -1.06 -0.70
H 4.12 -2.57 -0.80
H 0.70 -2.56 -0.74

Run B
40
Properties=species:S:1:pos:R:3 method="wB97M-V/def2-TZVPD" e_homo_ha=-0.3290 orbital_gap_ev=9.3
H 1.01 2.57 0.96
N 0.14 2.21 0.55
C 0.20 2.67 -0.70
N 1.30 3.54 -0.99
N -0.88 2.46 -1.54
C -1.83 1.44 -1.05
C -1.94 0.29 -2.03
C -1.01 -0.87 -1.76
C 0.53 -0.61 -1.91
N 0.83 -1.04 -3.21
C 1.27 -1.21 -0.74
O 2.01 -2.11 -0.90
N 0.95 -0.74 0.38
C 1.27 -1.47 1.62
C 1.04 -0.65 2.87
C -0.45 -0.46 3.23
N -1.06 0.67 2.73
O -1.06 -1.20 3.95
C 0.33 -2.72 1.59
O -0.62 -2.93 0.86
O 0.57 -3.50 2.66
H 1.50 3.61 -2.00
H 1.07 4.46 -0.70
H -0.58 2.18 -2.49
H -1.58 1.03 0.01
H -2.74 2.08 -0.87
H -3.02 -0.21 -1.95
H -1.66 0.46 -3.06
H -1.13 -1.65 -2.48
H -1.04 -1.27 -0.75
H 0.86 0.42 -1.93
H 0.41 -1.99 -3.43
H 1.78 -1.12 -3.48
H 0.81 0.21 0.59
H 2.33 -1.73 1.68
H 1.57 -1.11 3.72
H 1.58 0.27 2.80
H -0.59 1.54 2.23
H -2.07 0.75 3.07
H -0.09 -4.27 2.49

Top of the stability list: run B, leading by 1.648 eV.

Run A
6
Properties=species:S:1:pos:R:3 method="wB97M-V/def2-TZVPD" e_homo_ha="-0.3228 / -0.3346" orbital_gap_ev="8.1 / 8.3"
C 0.00 -0.65 -0.99
C 0.24 0.51 0.98
Cl -0.92 1.55 1.56
H 0.48 -1.61 -1.26
H -0.99 -0.82 -1.00
H 1.19 1.02 0.70

Run B
6
Properties=species:S:1:pos:R:3 method="wB97M-V/def2-TZVPD" smiles="C=CCl" e_homo_ha=-0.3562 orbital_gap_ev=10.9
C 0.64 -0.42 0.03
C -0.42 0.41 -0.04
Cl -2.01 -0.21 0.00
H 0.58 -1.47 -0.05
H 1.60 0.13 -0.03
H -0.40 1.56 0.08

Top of the stability list: run B, leading by 6.392 eV.

Run A
21
Properties=species:S:1:pos:R:3 method="wB97M-V/def2-TZVPD" total_charge=-1 e_homo_ha=-0.1268 orbital_gap_ev=6.8
C -1.99 0.63 0.94
O -2.68 -0.46 1.46
C -0.47 0.37 0.81
C -0.04 -0.14 -0.61
C 1.50 -0.54 -0.74
C 3.67 0.37 0.29
C 2.55 0.56 -0.63
H -2.47 0.97 -0.01
H -2.10 1.43 1.72
H -0.22 -0.31 1.65
H 0.08 1.42 1.02
H -0.31 0.52 -1.48
H -0.72 -1.05 -0.87
H 1.57 -1.31 -1.50
H 1.87 -1.20 0.14
H 2.40 0.25 0.99
H 4.62 0.94 0.06
H 2.29 1.61 -1.23
H -3.06 -0.88 0.63
H -3.38 -1.93 -1.60
O -3.10 -1.25 -1.04

Run B
21
Properties=species:S:1:pos:R:3 method="wB97M-V/def2-TZVPD" total_charge=-1 e_homo_ha=-0.1015 orbital_gap_ev=5.7
C -0.67 -2.63 1.03
O -1.63 -3.54 1.02
C -0.43 -1.91 -0.34
C 0.78 -0.98 -0.36
C 0.53 0.42 0.17
C -0.59 1.17 -0.23
C -0.72 2.58 0.22
H 0.31 -2.93 1.47
H -0.99 -1.74 1.70
H -0.32 -2.61 -1.17
H -1.38 -1.40 -0.54
H 1.59 -1.46 0.21
H 1.14 -0.91 -1.39
H 1.14 0.63 1.04
H -1.34 0.67 -0.83
H 0.16 3.01 -0.28
H -0.72 2.66 1.30
H -1.63 3.04 -0.17
H 2.45 2.05 -0.93
H 0.62 1.27 -0.75
O 1.71 2.61 -1.16

Top of the stability list: run B, leading by 1.323 eV.

Run A
9
Properties=species:S:1:pos:R:3 method="wB97M-V/def2-TZVPD" e_homo_ha=-0.3372 orbital_gap_ev=8.2
C 0.82 0.30 -0.47
C -0.29 -0.12 -1.07
Si -0.94 -1.73 -0.27
Br -3.28 -1.25 -0.67
H 1.32 -0.27 0.20
H 1.26 1.29 -0.68
H -0.76 0.46 -1.72
H 1.26 0.72 2.10
H 0.61 0.60 2.59

Run B
9
Properties=species:S:1:pos:R:3 method="wB97M-V/def2-TZVPD" smiles="[SiH3]/C=C/Br" e_homo_ha=-0.3602 orbital_gap_ev=10.5
Si 0.87 0.80 0.80
C -0.22 -0.52 0.12
C -0.78 -0.46 -1.02
Br -2.04 -1.89 -1.74
H 0.45 1.98 0.15
H 2.24 0.35 0.42
H 0.58 0.80 2.13
H -0.25 -1.44 0.80
H -0.86 0.40 -1.65

Top of the stability list: run B, leading by 0.326 eV.

Run A
8
Properties=species:S:1:pos:R:3 method="wB97M-V/def2-TZVPD" smiles="S/C(Br)=C(/S)Br" e_homo_ha=-0.3326 orbital_gap_ev=9.4
S 0.21 2.15 0.06
C 0.44 0.45 0.01
Br 2.29 -0.07 -0.03
C -0.52 -0.49 0.05
S -0.04 -2.22 0.09
Br -2.36 0.09 -0.02
H 1.38 2.64 -0.21
H -0.03 -2.31 -1.14

Run B
8
Properties=species:S:1:pos:R:3 method="wB97M-V/def2-TZVPD" smiles="S/C(Br)=C(/S)Br" e_homo_ha=-0.3451 orbital_gap_ev=8.7
S -0.12 -1.93 -1.26
C -0.53 -0.54 -0.09
Br -2.64 -0.32 0.33
C 0.38 0.20 0.50
S -0.06 1.62 1.55
Br 2.27 -0.10 0.28
H -0.23 -1.29 -2.48
H 0.93 2.35 1.16

Top of the stability list: run A, leading by 0.391 eV.

Run A
18
Properties=species:S:1:pos:R:3 method="wB97M-V/def2-TZVPD" e_homo_ha=-0.3293 orbital_gap_ev=9.5
C 2.80 0.54 -0.12
C 1.41 -0.24 0.11
C 0.69 -0.16 1.36
C 0.01 0.36 -0.02
C -1.14 -0.32 -0.69
H 2.29 1.73 -0.58
H 3.54 -0.34 -1.17
H 3.37 0.38 0.89
H 2.37 -1.72 0.16
H 0.99 0.56 2.05
H 0.35 -1.02 1.93
H -0.59 2.38 0.12
H -1.27 0.55 -1.54
H -0.92 -1.47 -1.43
H -2.25 -0.48 1.30
O 1.63 -1.46 -0.51
O 0.04 1.69 -0.34
S -2.74 -0.22 0.08

Run B
18
Properties=species:S:1:pos:R:3 method="wB97M-V/def2-TZVPD" smiles=C[C@]1(O)[C@H](S)[C@@]1(C)O e_homo_ha=-0.3284 orbital_gap_ev=9.5
C 1.82 0.46 0.76
C 0.56 0.78 0.07
O 0.43 2.13 -0.23
C -0.80 0.12 0.40
S -0.96 -1.02 1.71
C -0.03 -0.15 -0.92
C 0.42 -1.54 -1.37
O -0.69 0.40 -2.05
H 2.66 0.34 0.06
H 2.11 1.24 1.52
H 1.62 -0.54 1.26
H 1.38 2.52 -0.44
H -1.63 0.81 0.32
H -1.43 -2.17 0.97
H 0.75 -2.15 -0.50
H 1.24 -1.36 -2.00
H -0.42 -1.93 -1.93
H -0.60 1.34 -1.94

Top of the stability list: run B, leading by 5.251 eV.